Formula: C5H13N2
Source: the Open Molecules 2025 dataset
Level of theory: ωB97M-V/def2-TZVPD

Its HOMO energy is -14.290 eV. Its charge is +1. As for the SMILES: [H]/N=C/[C@H](C)[NH+](C)C. As for the electronic energy: -307.47481 hartree. The lowest unoccupied orbital energy comes out at -2.9 eV. The frontier orbital gap comes out at 11.35 eV. The value obtained for the relative energy (zero: lowest compared OMol25 entry of this formula, charge and spin) is 92.1 kcal/mol.

XYZ file:
```
20
Properties=species:S:1:pos:R:3:lowdin_charge:R:1
H -2.7378 -1.1399 1.2271 0.11
N -1.8041 -0.7341 1.0094 0.11
C -1.8395 0.0140 0.0490 -0.09
C -0.3229 0.6587 -0.5615 -0.14
C -0.1782 0.3393 -2.0873 -0.04
N 0.8931 0.1642 0.3282 -0.22
C 0.8372 0.6813 1.5796 -0.06
C 0.9907 -1.2350 0.2837 -0.01
H -2.5915 0.3526 -0.5641 0.09
H -0.2793 1.6985 -0.3899 0.11
H 0.8190 0.7581 -2.3258 0.09
H -0.2570 -0.6555 -2.6478 0.12
H -0.8307 1.1058 -2.4689 0.08
H 1.7838 0.5799 0.1101 0.18
H -0.0046 0.1932 2.0378 0.09
H 1.7559 0.2429 2.1011 0.16
H 0.7222 1.7683 1.6349 0.13
H 0.1100 -1.7742 0.5651 0.10
H 1.1729 -1.5048 -0.7482 0.12
H 1.7606 -1.5132 0.8675 0.08
```